Record 1
A 10-piece molecular cluster, C28H72O32S10 overall in a non-equilibrium geometry, computed with ωB97M-V/def2-TZVPD.

Each line ends with the Mulliken charge.
Atoms and positions in Å:
O (-2.3141, 2.9033, -5.3322)  -0.6479
S (-1.4058, 2.7590, -4.1778)  0.9221
O (-0.9984, 1.4037, -3.8453)  -0.3906
O (-0.0075, 3.6021, -4.6377)  -0.3071
C (-0.1700, 4.6178, -5.6621)  -0.2422
C (-1.0474, 5.7482, -5.2222)  -1.2077
C (-1.9511, 3.6748, -2.6172)  -0.3113
H (-0.5936, 4.2713, -6.6048)  0.2506
H (0.8300, 5.0016, -5.8642)  0.4245
H (-2.0904, 5.5331, -4.9897)  0.3979
H (-0.9643, 6.6721, -5.7946)  0.4062
H (-0.6765, 6.1013, -4.2600)  0.2452
H (-1.7153, 4.6802, -2.9662)  0.2358
H (-1.3000, 3.4782, -1.7654)  -0.2860
H (-3.0202, 3.5057, -2.4886)  0.4804
O (3.0472, -0.0220, -2.5882)  -0.5825
S (4.2136, 0.6910, -2.0688)  1.3812
O (4.1160, 2.0229, -1.4424)  -0.6635
O (5.0905, -0.2422, -0.9942)  -0.3897
C (4.7143, -1.5783, -0.7745)  0.3336
C (5.9647, -2.3311, -0.7561)  -1.4861
C (5.4979, 0.8290, -3.3402)  -1.0057
H (3.9744, -1.8914, -1.5113)  0.3204
H (4.2444, -1.6632, 0.2053)  0.0526
H (5.8267, -3.4072, -0.6504)  0.3402
H (6.7365, -2.0381, -0.0443)  0.3584
H (6.4537, -2.2011, -1.7215)  0.3398
H (5.1067, 0.6861, -4.3475)  0.3233
H (6.2797, 0.0995, -3.1285)  0.2796
H (5.9470, 1.8144, -3.2159)  0.3497
O (0.3348, -6.0966, 4.4213)  -0.6511
S (1.4503, -5.2249, 4.1141)  1.1969
O (2.3356, -4.7241, 5.1374)  -0.6044
O (2.2440, -5.8484, 2.8352)  -0.2580
C (3.5746, -5.5017, 2.5753)  -0.5742
C (3.7081, -4.9026, 1.2182)  -0.3711
C (0.8291, -3.8057, 3.1180)  -0.0950
H (4.1335, -6.4301, 2.6928)  0.3714
H (3.9889, -4.7910, 3.2904)  0.3407
H (3.1838, -5.4838, 0.4597)  0.0941
H (4.7605, -4.7195, 1.0013)  0.3476
H (3.2634, -3.9084, 1.1737)  -0.0388
H (-0.0855, -4.1706, 2.6504)  0.1750
H (1.5581, -3.6389, 2.3250)  -0.4205
H (0.4582, -2.9353, 3.6592)  0.4236
O (-5.5044, -1.9491, -2.3303)  -0.5957
S (-4.6315, -2.9708, -1.6640)  0.8707
O (-4.0040, -4.0303, -2.5011)  -0.3519
O (-3.4244, -2.2205, -0.6950)  0.0738
C (-3.8550, -1.3294, 0.3210)  -0.1720
C (-4.4281, -0.0155, -0.2824)  -1.1829
C (-5.4870, -3.9214, -0.2470)  -1.1118
H (-2.9827, -1.0376, 0.9059)  -0.0077
H (-4.5599, -1.8166, 0.9947)  0.4461
H (-3.6986, 0.5299, -0.8811)  0.2478
H (-4.6460, 0.7458, 0.4666)  0.3153
H (-5.3979, -0.1389, -0.7643)  0.4010
H (-5.9538, -4.8137, -0.6642)  0.4076
H (-6.2494, -3.2197, 0.0914)  0.4373
H (-4.7111, -4.0141, 0.5129)  0.3028
O (-4.1023, 3.9481, 0.0444)  -0.6418
S (-3.0971, 4.3442, 1.0725)  1.1761
O (-1.8270, 4.9800, 0.7695)  -0.5712
O (-3.8194, 5.4288, 2.1316)  -0.3686
C (-5.2110, 5.1704, 2.4402)  -0.1144
C (-5.3962, 5.0414, 3.9282)  -1.1720
C (-2.9030, 2.8068, 2.1395)  -0.8670
H (-5.5908, 4.2429, 2.0117)  0.2386
H (-5.7560, 6.0393, 2.0712)  0.4124
H (-6.1763, 5.7036, 4.3038)  0.3314
H (-4.4777, 5.3526, 4.4258)  0.2968
H (-5.5944, 4.0346, 4.2957)  0.3221
H (-2.3253, 3.0639, 3.0274)  0.4242
H (-2.4607, 1.9415, 1.6457)  0.1502
H (-3.9316, 2.5199, 2.3579)  0.4129
O (0.8536, 1.2974, 4.4813)  -0.5036
S (0.7855, 0.3166, 5.5635)  1.0472
O (-0.2700, -0.6499, 5.7603)  -0.5800
O (2.2546, -0.4614, 5.6141)  -0.2841
C (2.4392, -1.3045, 6.6649)  -0.2221
C (3.6403, -0.8255, 7.5114)  -1.1671
C (0.9901, 1.3559, 7.0792)  -0.9747
H (2.6515, -2.2943, 6.2609)  0.2184
H (1.5703, -1.3153, 7.3229)  0.4385
H (3.5667, -1.1906, 8.5358)  0.3320
H (3.7271, 0.2604, 7.4723)  0.2973
H (4.6393, -1.0781, 7.1562)  0.3672
H (1.9191, 1.8978, 6.9018)  0.2942
H (1.0271, 0.6741, 7.9288)  0.3266
H (0.1379, 2.0197, 7.2249)  0.3987
O (0.7800, 4.8385, -1.1607)  -0.1455
S (1.7731, 5.8893, -1.3738)  0.9498
O (1.4155, 7.1224, -2.0380)  -0.6417
O (2.4591, 6.1931, 0.1336)  -0.2842
C (1.7864, 6.9701, 1.0822)  -0.1984
C (2.9222, 7.7744, 1.7882)  -1.2435
C (3.2121, 5.1619, -2.1222)  -0.6530
H (1.2264, 6.2864, 1.7202)  0.2207
H (1.0891, 7.6412, 0.5807)  0.3926
H (3.5367, 7.1169, 2.4032)  0.3061
H (2.5485, 8.5368, 2.4716)  0.3932
H (3.5062, 8.3107, 1.0402)  0.2919
H (2.9519, 5.0808, -3.1775)  0.3299
H (3.3809, 4.2021, -1.6339)  0.0663
H (4.0881, 5.7976, -1.9935)  0.4021
O (1.6792, -1.9565, -0.0915)  -0.2800
S (0.2771, -1.6736, -0.2193)  0.6552
O (-0.7095, -2.4944, 0.4532)  -0.2597
O (0.0222, -0.0899, 0.4012)  -0.1725
C (0.8040, 0.9246, -0.1426)  0.4572
C (0.7158, 2.1745, 0.7996)  -1.0846
C (-0.2610, -1.4741, -1.9453)  -0.9898
H (0.3420, 1.1902, -1.0934)  0.1129
H (1.8431, 0.6048, -0.2209)  -0.2034
H (1.3500, 2.9952, 0.4644)  0.2019
H (1.0232, 1.8320, 1.7877)  0.4528
H (-0.2554, 2.6681, 0.8333)  -0.0703
H (0.5617, -1.0536, -2.5237)  0.4961
H (-1.2049, -0.9390, -1.8410)  0.2706
H (-0.4989, -2.4732, -2.3104)  0.2358
C (-1.9660, -5.9727, -0.1080)  0.2961
C (-1.9857, -6.2164, -1.6235)  0.0104
O (-0.7932, -6.9330, -1.8808)  -0.4374
S (0.4886, -6.5272, -0.9175)  1.0052
O (1.1029, -5.3277, -1.5187)  -0.4095
O (1.2154, -7.7405, -0.5661)  -0.5488
O (-0.6442, -6.1549, 0.3282)  -0.3059
H (-2.6185, -6.6258, 0.4714)  0.2974
H (-2.3248, -4.9880, 0.1917)  -0.0888
H (-1.9260, -5.2807, -2.1794)  -0.2777
H (-2.7931, -6.6858, -2.1856)  0.4645
C (-2.3143, -3.2121, -6.3128)  -0.3449
C (-1.5415, -3.2206, -4.9921)  -0.1519
O (-1.4955, -4.5973, -4.6021)  -0.1981
S (-2.5202, -5.5318, -5.4064)  1.1750
O (-3.4970, -6.2804, -4.6061)  -0.5371
O (-1.7210, -6.2643, -6.4106)  -0.6027
O (-3.2358, -4.2725, -6.1391)  -0.3532
H (-1.6044, -3.3093, -7.1342)  0.2932
H (-2.8992, -2.3332, -6.5839)  0.3191
H (-2.0318, -2.4856, -4.3538)  0.0868
H (-0.5146, -2.8559, -5.0142)  0.3436

Maximum force in hartree/bohr: 0.0880
SMILES string: CCOS(C)(=O)=O.CCOS(C)(=O)=O.CCOS(C)(=O)=O.CCOS(C)(=O)=O.CCOS(C)(=O)=O.CCOS(C)(=O)=O.CCOS(C)(=O)=O.CCOS(C)(=O)=O.O=S1(=O)OCCO1.O=S1(=O)OCCO1
HOMO level in eV: -10.399
Lowest unoccupied orbital energy in eV: 0.070
Spin multiplicity: 1

Record 2
A 9-piece molecular cluster, C28H76N2O9 overall in a non-equilibrium geometry, computed with ωB97M-V/def2-TZVPD.

Each line ends with the Mulliken charge.
Atoms and positions in Å:
C (0.1431, 1.8091, 0.2010)  0.0293
C (-0.9578, 0.7726, 0.0447)  0.5995
O (-0.9219, -0.1631, 1.0628)  1.2892
H (0.1449, 2.3684, -0.7005)  0.1068
H (1.1340, 1.4050, 0.2668)  -0.0149
H (-0.0826, 2.3565, 1.1284)  -0.2797
H (-0.8072, 0.1648, -0.9066)  -0.1809
H (-1.9066, 1.3006, 0.0564)  -0.6381
H (-1.2281, 0.1662, 1.9197)  -0.4410
C (5.8882, -1.2092, -2.4488)  -1.0215
C (6.8949, -0.5653, -1.4371)  0.4285
C (6.4188, 0.7204, -0.7595)  -0.9898
O (7.0939, -1.6262, -0.4431)  -0.5526
H (5.0350, -1.5604, -1.8984)  -0.0467
H (6.2528, -2.0975, -2.9399)  0.4070
H (5.5295, -0.4758, -3.1170)  0.4138
H (7.8025, -0.4142, -2.0366)  0.2832
H (6.0078, 1.3783, -1.5680)  0.2718
H (7.3260, 1.1357, -0.2594)  0.3865
H (5.6904, 0.4672, -0.0540)  0.1566
H (7.8722, -1.3769, 0.0932)  0.3013
C (2.7617, -0.7263, 1.8896)  0.0984
C (2.1185, -2.1248, 1.5818)  0.5257
C (1.2969, -2.6046, 2.8204)  -1.0583
O (1.2841, -2.0076, 0.4303)  0.0169
H (1.9729, 0.0500, 1.8299)  -0.7571
H (3.4549, -0.3868, 1.0561)  -0.2989
H (3.2069, -0.6949, 2.8796)  0.5676
H (2.9283, -2.8870, 1.2835)  0.3416
H (0.8507, -3.6611, 2.7193)  0.2438
H (0.3689, -1.9654, 2.9501)  0.0148
H (1.8931, -2.6515, 3.7560)  0.4537
H (0.4864, -1.5021, 0.6816)  -0.4638
C (1.2933, 2.2597, 4.0187)  -0.9103
C (0.7994, 3.6470, 3.8984)  0.3606
C (1.7567, 4.3823, 2.8937)  -1.2993
O (-0.5671, 3.5904, 3.4009)  -0.6452
H (1.2298, 1.6955, 3.0742)  -0.0941
H (0.6168, 1.8054, 4.7865)  0.2561
H (2.3298, 2.1516, 4.3369)  0.5189
H (0.7079, 4.2362, 4.8484)  0.2781
H (2.6880, 4.5653, 3.4568)  0.4103
H (1.4020, 5.3730, 2.5218)  0.3643
H (2.0636, 3.6656, 2.1376)  0.2765
H (-0.7386, 4.1990, 2.6843)  0.2456
C (-3.3758, 2.4305, -2.5760)  -0.7959
C (-4.1725, 3.2660, -1.5595)  0.5906
C (-4.0656, 3.0067, -0.0717)  -1.1271
O (-3.8288, 4.6503, -1.8650)  -0.5527
H (-2.3657, 2.8379, -2.6651)  -0.0228
H (-3.8800, 2.4423, -3.5470)  0.3907
H (-3.1645, 1.4093, -2.2295)  0.2043
H (-5.2605, 3.1108, -1.8648)  0.0919
H (-4.6746, 3.7134, 0.4385)  0.6393
H (-3.0468, 3.0354, 0.3814)  0.1709
H (-4.5590, 2.0574, 0.1642)  0.1516
H (-4.2737, 5.1931, -1.1661)  0.3014
C (2.8957, -4.5037, -1.9424)  -1.3848
C (2.2053, -3.4318, -2.8350)  0.5962
C (0.7513, -3.7464, -3.1582)  -1.1754
O (2.3561, -2.1153, -2.2586)  0.3065
H (3.9160, -4.1461, -1.8656)  0.2879
H (2.9143, -5.5012, -2.4148)  0.4490
H (2.4126, -4.6308, -0.9689)  0.2009
H (2.7473, -3.4397, -3.7919)  0.3127
H (0.7398, -4.7546, -3.4349)  0.5060
H (0.2567, -3.1056, -3.9392)  0.3046
H (0.1199, -3.6447, -2.2826)  0.0162
H (2.0539, -2.1837, -1.2977)  -0.0791
C (-4.2123, 0.1379, 2.6239)  -1.1099
C (-3.5992, 1.2691, 3.5188)  0.5442
C (-3.7328, 0.8825, 5.0056)  -1.4777
O (-2.1971, 1.2904, 3.1901)  -0.1085
H (-3.5492, -0.7667, 2.8037)  0.1405
H (-4.0775, 0.2851, 1.5183)  -0.0034
H (-5.2306, -0.0343, 2.8488)  0.6399
H (-4.0515, 2.2218, 3.3562)  0.3699
H (-4.7915, 0.7998, 5.3512)  0.3871
H (-3.2530, 1.6137, 5.6253)  0.4311
H (-3.2349, -0.1554, 5.1211)  0.2284
H (-1.7150, 2.1102, 3.4528)  0.0375
C (2.5407, 1.0241, -2.5502)  -1.3564
C (1.2664, 0.8361, -3.3758)  1.9122
C (0.8246, 2.1634, -3.9250)  -1.2488
O (0.4143, 3.0960, -2.9617)  -0.0235
C (0.4519, 4.4364, -3.4637)  -1.0299
N (1.5967, -0.1006, -4.5178)  -0.8977
H (3.4098, 1.0740, -3.2578)  0.3888
H (2.7041, 0.1392, -1.9027)  -0.0006
H (2.6200, 1.9113, -1.8831)  0.3314
H (0.4749, 0.3644, -2.7919)  -0.3118
H (-0.0693, 2.0423, -4.6332)  0.2990
H (1.5972, 2.5990, -4.5633)  0.3745
H (-0.0494, 5.0084, -2.7039)  0.2570
H (-0.0661, 4.6205, -4.3549)  0.4014
H (1.5233, 4.8121, -3.4089)  0.2947
H (0.8376, -0.1384, -5.1694)  0.3147
H (1.5631, -1.0198, -4.0286)  0.0724
C (-2.6352, -3.0860, -0.7616)  -1.4567
C (-3.0993, -3.0981, 0.6967)  1.5329
C (-3.9388, -4.3108, 1.0182)  -1.1479
O (-5.1266, -4.4539, 0.2441)  -0.3861
C (-6.2448, -3.7959, 0.8122)  -0.7481
N (-1.9266, -3.0574, 1.6084)  -0.4869
H (-2.0479, -2.2477, -0.9900)  0.1508
H (-3.5261, -3.1559, -1.4330)  0.4227
H (-2.0121, -3.9722, -1.0318)  0.3046
H (-3.6314, -2.1991, 0.8534)  -0.4287
H (-4.2408, -4.1730, 2.0846)  0.3961
H (-3.3942, -5.1697, 0.8402)  0.4397
H (-6.2252, -2.7029, 0.6286)  0.2485
H (-6.3137, -3.8786, 1.8680)  0.3372
H (-7.1836, -4.1851, 0.4763)  0.3165
H (-1.3769, -2.1838, 1.4014)  -0.0813
H (-1.3080, -3.7671, 1.3703)  0.3935

Maximum force in hartree/bohr: 0.0681
SMILES string: COC[C@H](C)N.COC[C@H](C)N.CC(C)O.CC(C)O.CC(C)O.CC(C)O.CC(C)O.CC(C)O.CCO
HOMO level in eV: -9.047
Lowest unoccupied orbital energy in eV: 0.400
Spin multiplicity: 1

Record 3
A 8-piece molecular cluster, C28H76N4O8 overall in a non-equilibrium geometry, computed with ωB97M-V/def2-TZVPD.

Each line ends with the Mulliken charge.
Atoms and positions in Å:
C (5.6962, 1.1516, -1.9351)  -1.3609
C (4.5446, 0.1315, -1.8986)  0.8300
C (5.0638, -1.3334, -1.7985)  -1.2329
O (3.8198, 0.3755, -0.7000)  -0.5337
H (5.3621, 2.1704, -2.1310)  0.3206
H (6.4397, 0.8280, -2.6635)  0.4372
H (6.2451, 1.1449, -0.9934)  0.3269
H (3.8677, 0.1611, -2.7524)  -0.3687
H (5.9010, -1.5256, -2.4695)  0.4733
H (4.2451, -2.0261, -1.9934)  0.2257
H (5.4731, -1.3590, -0.7885)  0.3525
H (4.4197, 0.0931, -0.0057)  0.2442
C (2.4447, -2.2166, 1.5920)  -0.2687
C (1.5818, -1.6943, 2.7001)  0.7948
C (2.2728, -0.7319, 3.6477)  -1.5812
O (0.4609, -1.0817, 2.1338)  0.5646
H (2.6891, -1.4569, 0.8496)  -0.3546
H (1.8886, -2.9829, 1.0519)  -0.2133
H (3.3593, -2.7145, 1.9141)  0.5825
H (1.2495, -2.5112, 3.3407)  0.4029
H (3.0029, -1.2245, 4.2900)  0.4852
H (1.5745, -0.2465, 4.3295)  0.2516
H (2.8301, 0.0137, 3.0807)  0.1481
H (0.7661, -0.5474, 1.3969)  -0.4395
C (-2.1990, -0.8337, 4.9775)  -1.3542
C (-2.0413, 0.1261, 3.8058)  1.3379
C (-2.7080, -0.3307, 2.4971)  -0.0531
O (-2.7545, 1.3483, 4.0783)  -0.2584
H (-3.2428, -1.1085, 5.1299)  0.4048
H (-1.6578, -0.4321, 5.8342)  0.3978
H (-1.7801, -1.7864, 4.6535)  0.2337
H (-1.0170, 0.3720, 3.5258)  -0.2341
H (-2.3810, 0.3615, 1.7213)  -0.3338
H (-3.7958, -0.3910, 2.4630)  0.5986
H (-2.3541, -1.3344, 2.2616)  -0.2622
H (-2.3670, 1.9538, 3.4421)  0.4004
C (2.4166, -0.4035, -5.1604)  -0.9102
C (1.1475, -0.7363, -5.9918)  0.3583
C (1.1870, -2.1371, -6.5975)  -1.2986
O (-0.0093, -0.4779, -5.2326)  -0.5715
H (2.3705, 0.6238, -4.7990)  0.2492
H (3.2846, -0.6265, -5.7809)  0.3904
H (2.4127, -1.0536, -4.2855)  0.0763
H (1.2361, 0.0001, -6.7905)  0.3785
H (1.1739, -2.8340, -5.7595)  0.2656
H (2.1099, -2.3749, -7.1264)  0.3838
H (0.2814, -2.3599, -7.1617)  0.3343
H (0.0243, -0.8481, -4.3475)  0.3293
C (-0.3864, 3.5191, 3.8797)  -1.7025
C (-0.1967, 3.5323, 2.3509)  0.7751
C (1.3150, 3.3934, 2.0033)  -0.9136
O (1.5714, 3.5097, 0.6395)  -0.3873
C (2.9639, 3.5134, 0.2331)  -0.8984
N (-1.0623, 2.4300, 1.8994)  0.5778
H (0.3523, 4.2334, 4.2434)  0.5153
H (-0.2012, 2.5758, 4.3934)  0.2469
H (-1.3092, 3.9291, 4.2903)  0.3806
H (-0.4696, 4.5438, 2.0501)  0.2892
H (1.6010, 2.3675, 2.2352)  0.2540
H (1.9690, 4.1282, 2.4729)  0.4996
H (2.9038, 3.6631, -0.8449)  0.2503
H (3.5414, 2.6211, 0.4749)  0.2964
H (3.4334, 4.4129, 0.6314)  0.4745
H (-1.6857, 2.9378, 1.2881)  -0.2125
H (-0.5276, 1.7645, 1.3597)  -0.6807
C (-3.8018, 2.0012, -1.3468)  -1.2080
C (-3.6088, 3.4592, -0.8737)  0.4639
C (-4.4039, 4.4514, -1.7811)  -0.8588
O (-3.9454, 5.7598, -1.4560)  -0.2878
C (-4.0626, 6.7715, -2.4571)  -0.7882
N (-3.9306, 3.6129, 0.5694)  -0.6176
H (-3.2826, 1.3737, -0.6223)  -0.0632
H (-3.3718, 1.7103, -2.3052)  0.4045
H (-4.8650, 1.7634, -1.3158)  0.4954
H (-2.5590, 3.7526, -0.8816)  0.3024
H (-5.4750, 4.4524, -1.5786)  0.3476
H (-4.2170, 4.1695, -2.8172)  0.4362
H (-3.7438, 6.4676, -3.4541)  0.3269
H (-3.4092, 7.6110, -2.2196)  0.2618
H (-5.1007, 7.0856, -2.5650)  0.2934
H (-3.5676, 4.5243, 0.8097)  0.2407
H (-4.9371, 3.6090, 0.6532)  0.2950
C (0.3237, 1.3676, -1.9123)  -1.5792
C (0.1829, 0.2700, -0.8102)  1.9750
C (0.5663, -1.1973, -1.2555)  0.1098
O (-0.0806, -1.6912, -2.3894)  -0.2842
C (-1.4513, -1.8925, -2.0583)  -0.4589
N (1.1536, 0.6648, 0.1426)  0.7648
H (1.3364, 1.3750, -2.3153)  -0.0808
H (0.0855, 2.3336, -1.4672)  0.3328
H (-0.3032, 1.0516, -2.7462)  0.5207
H (-0.8327, 0.2929, -0.4151)  -0.0138
H (0.5028, -1.9151, -0.4376)  -0.2211
H (1.6097, -1.2698, -1.5625)  -0.4321
H (-2.0114, -0.9608, -1.9793)  0.1997
H (-1.5556, -2.4052, -1.1020)  0.0700
H (-1.8133, -2.6227, -2.7821)  0.3133
H (2.0618, 0.3406, -0.1578)  -0.6501
H (1.3092, 1.6625, 0.1651)  -0.2330
C (-1.2631, -6.1769, 3.3897)  -1.4530
C (-1.8645, -4.9440, 2.7131)  0.8821
C (-1.0719, -4.6598, 1.4067)  0.1937
O (-0.8744, -5.8310, 0.6051)  -0.3879
C (-0.0640, -5.6601, -0.5048)  -0.6006
N (-3.1819, -5.3589, 2.3137)  -0.8054
H (-0.1827, -6.2224, 3.5267)  0.3046
H (-1.5957, -7.1311, 2.9811)  0.3055
H (-1.6283, -6.2981, 4.4095)  0.4284
H (-1.8906, -4.0394, 3.3206)  -0.0599
H (-0.0717, -4.3224, 1.6787)  -0.0363
H (-1.4967, -3.8493, 0.8146)  -0.2453
H (0.9653, -5.3628, -0.3040)  0.2656
H (-0.4242, -4.8535, -1.1434)  0.1413
H (0.0020, -6.6542, -0.9470)  0.3406
H (-2.9631, -6.1145, 1.6802)  0.3551
H (-3.5437, -4.7106, 1.6290)  0.2802

Maximum force in hartree/bohr: 0.0501
HOMO level (spin up / spin down) in eV: -11.385 / -11.385
⟨S²⟩: 0.75
Lowest unoccupied orbital energy (spin up / spin down) in eV: -1.736 / -7.944
Charge: +1
Spin multiplicity: 2

no.,calculated total energy (eV)
1,-204065.6602
2,-51673.3477
3,-52596.7289